(1)
Density functional theory data (wB97M-V/def2-TZVPD) for a cluster of 2 separate species, C2H3NO2 in total in a non-equilibrium geometry.

## Properties
Multiplicity: 1
E_LUMO (Ha): 0.038
Energy relative to the best compared isomer or geometry (same formula, charge and spin) (eV): 0.692
Total energy (a.u.): -283.2326
HOMO-LUMO gap (eV): 11.53

Geometry as XYZ:
```
8
Properties=species:S:1:pos:R:3:forces:R:3
O 3.040 -0.371 -0.086 -1.0 0.8 -0.3
C 2.183 0.303 -0.397 1.2 -0.7 0.3
N -0.358 -0.787 0.514 -0.3 0.2 -0.1
C -1.174 0.076 0.074 0.0 -0.3 0.2
O -0.780 1.139 -0.633 0.2 0.0 0.0
H 0.192 1.077 -0.704 -0.2 0.1 0.0
H -0.843 -1.515 1.030 0.0 0.0 0.0
H -2.260 0.078 0.202 0.1 0.0 0.0
```
Positions in Å, forces in eV/Å.

Need the Löwdin charges? In units of e they are: atom 1 (O): 0.063, atom 2 (C): 0.030, atom 3 (N): 0.078, atom 4 (C): -0.370, atom 5 (O): 0.008, atom 6 (H): 0.018, atom 7 (H): 0.048, atom 8 (H): 0.126

---

(2)
Density functional theory data (wB97M-V/def2-TZVPD) for a cluster of 2 separate species, C2H3NO2 in total in a non-equilibrium geometry.

## Properties
Multiplicity: 1
E_LUMO (spin up / spin down) (Ha): 0.004 / 0.000
Energy relative to the best compared isomer or geometry (same formula, charge and spin) (eV): 5.951
Total energy (a.u.): -283.0393
HOMO-LUMO gap (spin up / spin down) (eV): 7.99 / 8.03

Geometry as XYZ:
```
8
Properties=species:S:1:pos:R:3:forces:R:3
C 0.160 0.101 -0.510 1.9 0.9 0.5
C -0.801 0.342 0.585 -1.8 0.3 -2.2
N -2.631 0.017 -0.448 1.3 0.4 1.2
O -3.581 -0.164 0.181 0.6 0.1 -0.1
O -0.164 1.427 -0.020 -1.0 -0.3 0.7
H 1.229 -0.070 -0.212 -1.1 -0.5 -0.6
H -0.055 0.035 -1.608 -0.3 -0.6 1.3
H -0.841 0.256 1.690 0.3 -0.3 -0.8
```
Positions in Å, forces in eV/Å.

Need the Löwdin charges? In units of e they are: atom 1 (C): -0.148, atom 2 (C): -0.161, atom 3 (N): 0.065, atom 4 (O): -0.006, atom 5 (O): -0.096, atom 6 (H): 0.111, atom 7 (H): 0.116, atom 8 (H): 0.118

---

(3)
Density functional theory data (wB97M-V/def2-TZVPD) for a cluster of 2 separate species, C2H3NO2 in total in a non-equilibrium geometry.

## Properties
Multiplicity: 1
E_LUMO (Ha): 0.026
Energy relative to the best compared isomer or geometry (same formula, charge and spin) (eV): 1.416
Total energy (a.u.): -283.2060
HOMO-LUMO gap (eV): 11.05
SMILES: N=C=O.C=O

Geometry as XYZ:
```
8
Properties=species:S:1:pos:R:3:forces:R:3
C -1.162 -0.726 -1.127 -0.3 -1.2 -0.6
C 1.009 1.208 1.098 1.4 0.1 1.2
N -0.917 -1.890 -1.265 -2.0 3.9 -2.2
O -1.566 0.356 -1.208 0.0 1.0 0.4
O 1.331 0.604 0.112 -0.6 0.3 0.2
H 0.213 1.974 1.203 -0.2 -0.4 -0.6
H 1.621 1.095 2.057 -0.6 -0.1 -0.7
H -0.528 -2.622 -0.870 2.3 -3.7 2.4
```
Positions in Å, forces in eV/Å.

Need the Löwdin charges? In units of e they are: atom 1 (C): -0.419, atom 2 (C): -0.146, atom 3 (N): 0.236, atom 4 (O): 0.149, atom 5 (O): -0.009, atom 6 (H): 0.084, atom 7 (H): 0.090, atom 8 (H): 0.015

---

(4)
Density functional theory data (wB97M-V/def2-TZVPD) for a cluster of 2 separate species, C2H3NO2 in total in a non-equilibrium geometry.

## Properties
Multiplicity: 3
E_LUMO (spin up / spin down) (Ha): 0.031 / -0.029
Energy relative to the best compared isomer or geometry (same formula, charge and spin) (eV): 1.813
Total energy (a.u.): -283.0843
HOMO-LUMO gap (spin up / spin down) (eV): 9.49 / 8.89

Geometry as XYZ:
```
8
Properties=species:S:1:pos:R:3:forces:R:3
C -0.677 -0.263 0.666 -0.7 1.0 -0.5
C -0.048 -1.160 1.341 0.6 -0.9 0.5
N 0.611 1.362 -2.176 -1.8 0.2 -0.2
O -1.276 0.544 0.078 0.1 -0.2 0.1
O 1.337 1.207 -1.226 1.1 -0.2 0.8
H 0.778 -0.930 1.983 0.1 0.3 0.1
H -0.317 -2.193 1.228 -0.2 -0.2 -0.1
H -0.408 1.434 -1.895 0.7 -0.1 -0.6
```
Positions in Å, forces in eV/Å.

Need the Löwdin charges? In units of e they are: atom 1 (C): -0.285, atom 2 (C): 0.017, atom 3 (N): -0.034, atom 4 (O): 0.139, atom 5 (O): -0.060, atom 6 (H): 0.065, atom 7 (H): 0.065, atom 8 (H): 0.092